Entry 1:
Here is the molecule C15H19NO3 at a distorted geometry from the OMol25 dataset. Energies are from wB97M-V/def2-TZVPD.

energy relative to the best compared isomer or geometry (same formula, charge and spin)	417.7	kJ/mol
orbital gap	8.9	eV
largest force on an atom	3.891	eV/A

Geometry as ORCA input:
```
! RIJCOSX wB97M-V def2-TZVPD def2/J DEFGRID3
* xyz 0 1
C -0.2959 -2.8632 -0.6516
C 0.6074 -1.8836 0.0706
C 0.4855 -0.5045 -0.0601
C -0.4239 0.2121 -1.0853
O -1.4026 -0.4655 -1.9090
C -2.4578 0.4135 -2.0712
O -3.5634 0.1548 -2.5796
C -2.2503 1.7149 -1.3610
C -3.5188 2.2943 -0.7005
C -1.1801 1.2809 -0.3403
C -0.2275 2.3493 0.2309
C 0.6472 1.7397 1.2963
C 1.3541 0.4180 0.8468
C 2.6684 0.6914 0.0535
C 1.7649 -0.2337 2.1444
C 1.9463 -1.6019 2.1576
C 1.5812 -2.4278 1.0480
N 2.1454 -3.6121 0.9833
O 1.9713 -4.5468 -0.1248
H -0.3769 -3.8373 -0.1380
H 0.0789 -3.0610 -1.7032
H -1.2972 -2.4386 -0.7035
H 0.2987 0.6701 -1.7985
H -1.7906 2.4770 -2.0563
H -4.1898 2.6859 -1.4598
H -3.3068 3.1305 -0.0256
H -4.0084 1.4772 -0.1454
H -1.6734 0.7768 0.5115
H 0.4107 2.7303 -0.5562
H -0.7883 3.1775 0.6684
H -0.0460 1.4862 2.0941
H 1.4111 2.4903 1.6150
H 2.4534 1.4105 -0.7923
H 3.4347 1.1668 0.6616
H 3.0392 -0.2679 -0.3529
H 1.9143 0.3731 3.0534
H 2.3243 -2.1316 3.0442
H 2.2609 -5.4457 0.1356
*
```

Here are the Mulliken charges for atoms 1 to 2, given in e: -1.631 1.918


Entry 2:
Here is a structure of composition C15H20AuN3O6Se from the OMol25 dataset. Energies are from wB97M-V/def2-TZVPD.

energy relative to the best compared isomer or geometry (same formula, charge and spin)	0.0	kJ/mol
orbital gap	6.8	eV
largest force on an atom	0.180	eV/A

Geometry as ORCA input:
```
! RIJCOSX wB97M-V def2-TZVPD def2/J DEFGRID3
* xyz 0 1
Au -0.1614 -1.0802 1.5869
O -2.8117 1.0523 3.6435
C -2.3060 0.4541 2.7278
O -1.3884 -0.4761 2.9809
C -2.7699 0.7178 1.2981
C -3.0956 -0.5260 0.4257
C -4.2276 -0.1493 -0.5280
C -3.4943 0.8513 -1.4600
C -2.0463 0.7314 -0.9599
O -1.9779 -0.6168 -0.4817
C -1.8605 1.5409 0.3430
C -0.3696 1.7190 0.5893
O 0.1815 2.7121 0.1625
O 0.3442 0.7938 1.1947
H -3.6832 1.2889 1.4521
H -3.2037 -1.4637 0.9651
H -5.0847 0.2821 -0.0144
H -4.5576 -1.0291 -1.0778
H -3.8655 1.8718 -1.3714
H -3.5691 0.5534 -2.5041
H -1.2770 0.9063 -1.7077
H -2.2373 2.5537 0.2210
Se 0.7653 -5.5770 1.9427
C 0.0103 -4.0047 1.9799
N -0.5535 -2.9683 2.0103
C 0.7672 -1.0565 -2.3046
N 1.7792 -0.3940 -1.4935
C 2.5240 0.6763 -2.1546
C 3.8066 0.9979 -1.4165
C 3.5167 1.0880 0.0677
N 2.9393 -0.1772 0.5105
C 3.0857 -0.5328 1.9149
C 1.9808 -0.7521 -0.2228
O 1.2602 -1.7055 0.2709
H 1.2417 -1.7359 -3.0151
H 0.2149 -0.3008 -2.8651
H 0.0782 -1.6078 -1.6751
H 1.8784 1.5583 -2.2062
H 2.7342 0.3554 -3.1763
H 4.2102 1.9403 -1.7845
H 4.5506 0.2188 -1.5933
H 2.8194 1.9022 0.2926
H 4.4327 1.2492 0.6337
H 4.1103 -0.3129 2.2084
H 2.9053 -1.5958 2.0482
H 2.4040 0.0474 2.5423
*
```

Here are the Mulliken charges for atoms 1 to 2, given in e: 1.314 -0.632


Entry 3:
Here is a structure of composition C15H20BrGaO at a distorted geometry from the OMol25 dataset. Energies are from wB97M-V/def2-TZVPD.

orbital gap	2.2	eV
largest force on an atom	2.569	eV/A

Geometry as ORCA input:
```
! RIJCOSX wB97M-V def2-TZVPD def2/J DEFGRID3
* xyz -2 1
Ga 1.5770 1.0215 -0.7894
C 0.9249 2.7827 0.5355
C -0.1675 2.6923 -0.4285
C -1.3145 2.1969 0.2602
H -0.1467 3.0934 -1.4427
C -0.9721 2.0521 1.6350
C 0.3612 2.4306 1.8109
H 0.8834 2.5058 2.7700
H 1.8640 3.3180 0.3795
H -2.2918 2.0342 -0.1735
H -1.6759 1.7469 2.4182
C 3.0354 -0.0221 0.5424
C 2.9248 0.4136 1.9168
C 1.8392 -0.2386 2.5019
H 3.6343 1.0702 2.4227
C 1.2499 -1.1233 1.5712
C 1.9679 -1.0158 0.3369
H 1.9186 -1.7231 -0.4875
H 3.9206 0.0848 -0.0860
H 1.5062 -0.1312 3.5438
H 0.4583 -1.8382 1.7844
O 0.2300 0.2414 -1.6945
C -1.9364 -1.9759 -0.8094
C -1.9449 -1.1649 -2.0521
C -2.4325 -1.3295 0.4187
C -0.9625 -3.0847 -0.7765
C -0.8805 -0.0637 -2.4763
H -2.9361 -0.6864 -2.0959
H -1.9674 -1.8969 -2.8712
H -0.4553 -0.3949 -3.4277
H -1.4412 0.8669 -2.6289
H -3.2225 -1.8808 0.9540
H -2.8339 -0.3284 0.1669
H -1.5754 -1.2397 1.1107
H -1.3768 -4.0969 -0.8999
H -0.4405 -3.0524 0.1869
H -0.2584 -2.9244 -1.6128
Br 2.9371 1.6605 -2.5139
*
```

Here are the Mulliken charges for atoms 1 to 2, given in e: 0.331 -0.252


Entry 4:
Here is a structure of composition C15H20Cl4N4O2SSiTl at a distorted geometry from the OMol25 dataset. Energies are from wB97M-V/def2-TZVPD.

energy relative to the best compared isomer or geometry (same formula, charge and spin)	117.6	kJ/mol
orbital gap	5.9	eV
largest force on an atom	1.483	eV/A

Geometry as ORCA input:
```
! RIJCOSX wB97M-V def2-TZVPD def2/J DEFGRID3
* xyz 1 1
Tl 1.2025 1.2833 -0.0482
N 4.4736 0.3984 -0.2330
C 5.8114 0.4754 -0.2241
C 6.1408 1.7267 0.2515
C 4.9109 2.3416 0.5065
N 3.9010 1.5277 0.2074
H 3.8718 -0.3654 -0.5410
H 6.4332 -0.3436 -0.5410
H 7.1240 2.1371 0.3932
H 4.7285 3.3287 0.8973
Cl 3.0118 4.3641 -1.4954
Si 1.5511 4.4554 -0.1741
Cl 2.0115 4.6178 1.7387
Cl -0.1205 5.3050 -0.7612
Cl 2.0051 -7.5582 0.1900
C 1.8327 -5.8419 0.0992
C 2.9559 -5.0369 0.2166
C 2.8167 -3.6623 0.1374
C 1.5604 -3.0926 -0.0257
C 0.4422 -3.9087 -0.1369
C 0.5759 -5.2856 -0.0858
C 1.4147 -1.6016 -0.0832
O 0.5332 -1.0543 0.6167
O 2.1962 -0.9504 -0.8341
H 3.9293 -5.4813 0.3686
H 3.6898 -3.0289 0.2183
H -0.5341 -3.4654 -0.2776
H -0.2906 -5.9245 -0.1814
C -5.1866 1.7797 -1.3274
N -3.8459 1.2338 -1.1423
C -3.0991 1.1008 -2.3836
C -3.1548 1.5242 0.0040
S -1.6601 2.3299 -0.0631
N -3.6968 1.1486 1.1663
C -4.8446 0.2590 1.2424
C -3.1005 1.4957 2.4453
H -5.1337 2.6739 -1.9567
H -5.6330 2.0639 -0.3787
H -5.8249 1.0498 -1.8255
H -3.7074 0.5258 -3.0818
H -2.1727 0.5658 -2.1982
H -2.8620 2.0689 -2.8337
H -5.0059 -0.2299 0.2862
H -5.7464 0.8039 1.5292
H -4.6496 -0.4995 2.0003
H -2.5342 2.4159 2.3543
H -2.4264 0.7052 2.7844
H -3.8945 1.6248 3.1801
*
```

Here are the Mulliken charges for atoms 1 to 2, given in e: 1.057 0.215


Entry 5:
Here is a structure of composition C15H20IrNO8 at a distorted geometry from the OMol25 dataset. Energies are from wB97M-V/def2-TZVPD.

orbital gap (alpha / beta)	8.1 / 4.8	eV
largest force on an atom	2.571	eV/A

Geometry as ORCA input:
```
! RIJCOSX wB97M-V def2-TZVPD def2/J DEFGRID3
* xyz 2 5
Ir -0.0645 -0.0274 -0.5966
C -0.2852 2.8773 0.8268
C 1.1191 2.7377 0.2223
O 1.6217 1.4115 0.3537
C 2.0693 1.0382 1.6632
C 1.5917 -0.3776 2.0017
O 0.1918 -0.3950 1.7303
C -0.5263 -1.5891 2.0318
C -1.9924 -1.2760 1.7138
O -2.0985 -0.7206 0.3968
C -2.9739 0.4005 0.2659
C -2.3640 1.6769 0.8553
O -1.1394 1.9456 0.1782
H -0.6544 3.8982 0.6648
H -0.2627 2.6736 1.9058
H 1.7980 3.4521 0.7000
H 1.0864 2.9307 -0.8554
H 1.6838 1.7370 2.4079
H 3.1649 1.0682 1.6797
H 1.7772 -0.5899 3.0621
H 2.1186 -1.1200 1.3913
H -0.4133 -1.8382 3.0943
H -0.1629 -2.4305 1.4279
H -2.3773 -0.5684 2.4502
H -2.5875 -2.1953 1.7598
H -3.9344 0.1842 0.7461
H -3.1301 0.5218 -0.8098
H -2.1724 1.5547 1.9300
H -3.0530 2.5186 0.7096
O -0.8793 0.6304 -2.6829
C -0.0077 -0.0792 -3.2409
O 0.7857 -0.7129 -2.4737
C 0.0997 -0.1891 -4.7065
C -0.6634 0.6632 -5.5080
C -0.5688 0.5870 -6.8867
C 0.2907 -0.3583 -7.4320
C 1.0533 -1.2224 -6.6565
C 0.9530 -1.1332 -5.2781
N 0.4219 -0.4481 -8.9190
O -0.2416 0.3328 -9.5333
O 1.1806 -1.2825 -9.3117
H -1.3223 1.3857 -5.0489
H -1.1495 1.2461 -7.5166
H 1.7096 -1.9505 -7.1151
H 1.5291 -1.7968 -4.6486
*
```

Here are the Mulliken charges for atoms 1 to 2, given in e: 2.071 -0.453